{
  "formula": "C3H6OS",
  "method": "ωB97M-V/def2-TZVPD",
  "total_energy_ev": -16088.12427,
  "multiplicity": 1,
  "symbols": ["C", "C", "C", "H", "H", "H", "H", "H", "H", "O", "S"],
  "coordinates": [[-0.856, 0.480, 0.268], [0.374, 1.087, -0.235], [0.370, -1.358, 0.023], [-1.037, 0.027, 1.270], [-1.940, 0.931, 0.034], [0.626, 2.387, 0.101], [0.156, 1.179, -1.406], [0.930, -2.219, -0.604], [0.397, -1.630, 1.021], [-0.783, -0.827, -0.450], [1.762, -0.059, -0.022]],
  "forces_ev_per_a": [[-4.28, -2.26, 0.21], [1.25, 5.86, -2.15], [3.89, -1.97, -2.97], [1.02, 1.49, 0.20], [2.78, -0.55, -0.07], [-0.77, -4.36, -0.68], [0.61, 0.01, 2.48], [-2.22, 1.66, 1.08], [-0.65, -0.75, 2.10], [-0.49, 0.38, -0.29], [-1.14, 0.49, 0.10]],
  "nbo_charge": [-0.1378, -0.5896, -0.1472, 0.2010, 0.2217, 0.2465, 0.2363, 0.2107, 0.1645, -0.5219, 0.1157]
}